[1]
A 15-piece molecular cluster, C45H120O45S15 overall in a non-equilibrium geometry. Source: OMol25; level of theory: ωB97M-V/def2-TZVPD.

Results
* LUMO: -0.314 eV
* Kohn-Sham gap: 9.975 eV
* energy: -303268.136 eV
* ΔE to the lowest compared entry with this formula, charge and spin: 214.5 kJ/mol
* total charge: 0
* multiplicity: 1
* F_max: 2.36 eV Å⁻¹

XYZ file:
```
225
C45H120O45S15 | OMol25 | ωB97M-V/def2-TZVPD
O 1.93 -4.59 -0.43
S 3.27 -4.87 -0.90
O 4.34 -5.33 -0.05
O 3.11 -5.96 -2.10
C 4.31 -6.62 -2.58
C 3.92 -7.32 -3.85
C 3.83 -3.46 -1.91
H 4.69 -7.22 -1.76
H 5.09 -5.88 -2.81
H 3.46 -6.60 -4.53
H 3.22 -8.14 -3.71
H 4.85 -7.68 -4.29
H 4.85 -3.74 -2.17
H 3.89 -2.56 -1.30
H 3.13 -3.41 -2.73
O 4.27 3.48 3.61
S 2.91 3.34 4.05
O 1.83 3.45 3.11
O 2.82 1.88 4.77
C 1.47 1.44 4.99
C 1.41 0.91 6.40
C 2.59 4.30 5.55
H 1.24 0.69 4.23
H 0.68 2.19 4.88
H 0.38 0.56 6.53
H 1.67 1.59 7.21
H 2.07 0.06 6.59
H 2.73 5.33 5.23
H 3.39 4.09 6.26
H 1.60 4.13 5.98
O -0.16 5.80 5.28
S 0.09 7.21 5.10
O 1.36 7.85 5.35
O -0.39 7.62 3.58
C 0.06 6.74 2.54
C -1.17 6.28 1.79
C -1.21 8.03 6.03
H 0.59 5.85 2.92
H 0.80 7.19 1.87
H -0.90 5.53 1.05
H -1.54 7.08 1.14
H -1.98 6.01 2.47
H -1.19 9.12 5.97
H -1.04 7.79 7.08
H -2.15 7.57 5.73
O 2.79 -1.30 -0.75
S 1.41 -1.06 -0.41
O 0.85 -1.66 0.80
O 1.32 0.55 -0.29
C 0.42 1.14 0.68
C 0.40 2.60 0.29
C 0.36 -1.31 -1.85
H 0.70 1.01 1.73
H -0.58 0.73 0.53
H 0.22 2.96 -0.72
H 1.39 3.04 0.48
H -0.28 3.16 0.94
H -0.71 -1.24 -1.65
H 0.47 -2.37 -2.11
H 0.80 -0.83 -2.72
O 6.71 1.94 -0.67
S 5.39 2.51 -0.67
O 5.21 3.92 -0.72
O 4.62 1.84 -1.95
C 3.26 2.19 -2.16
C 2.88 1.41 -3.43
C 4.34 1.82 0.64
H 3.16 3.27 -2.31
H 2.57 1.84 -1.38
H 1.81 1.42 -3.64
H 3.24 0.40 -3.27
H 3.37 1.89 -4.27
H 4.11 0.79 0.36
H 3.47 2.45 0.73
H 5.00 1.86 1.51
O 0.80 3.99 -3.93
S -0.48 4.59 -3.71
O -0.89 5.78 -4.43
O -1.60 3.46 -3.99
C -2.96 3.93 -4.02
C -3.84 2.68 -4.13
C -0.72 4.79 -1.91
H -3.07 4.46 -4.97
H -3.21 4.53 -3.15
H -3.53 2.07 -4.97
H -4.90 2.95 -4.12
H -3.63 2.06 -3.25
H -0.97 5.84 -1.79
H 0.28 4.72 -1.48
H -1.41 3.99 -1.66
O -1.44 0.38 4.18
S -2.37 1.37 4.69
O -3.77 1.07 4.73
O -1.90 1.69 6.23
C -2.85 2.44 7.02
C -2.28 2.56 8.41
C -2.00 2.99 3.91
H -3.80 1.89 7.05
H -3.06 3.43 6.61
H -2.07 1.60 8.89
H -2.98 3.12 9.03
H -1.32 3.07 8.43
H -2.05 2.86 2.84
H -1.01 3.24 4.30
H -2.76 3.66 4.30
O 0.68 -3.48 -6.75
S 0.81 -3.97 -5.40
O 1.24 -3.10 -4.34
O -0.59 -4.62 -4.88
C -1.30 -5.40 -5.87
C -2.60 -5.76 -5.21
C 1.91 -5.43 -5.45
H -0.68 -6.26 -6.14
H -1.41 -4.87 -6.82
H -3.11 -4.81 -5.01
H -2.52 -6.25 -4.24
H -3.22 -6.35 -5.89
H 2.42 -5.66 -4.52
H 2.63 -5.27 -6.24
H 1.28 -6.32 -5.60
O 2.22 5.13 -0.27
S 2.53 6.54 -0.41
O 1.45 7.48 -0.48
O 3.40 7.07 0.86
C 4.22 6.16 1.55
C 4.39 6.58 3.01
C 3.77 6.80 -1.67
H 5.23 6.14 1.13
H 3.82 5.15 1.57
H 4.98 5.87 3.58
H 3.41 6.73 3.47
H 4.94 7.52 3.00
H 3.40 6.36 -2.59
H 4.58 6.20 -1.25
H 4.07 7.84 -1.64
O -2.24 2.23 -1.44
S -3.34 2.83 -0.74
O -3.58 2.47 0.65
O -3.14 4.41 -0.81
C -4.00 5.29 -0.08
C -4.09 6.63 -0.76
C -4.86 2.72 -1.68
H -3.64 5.34 0.96
H -4.93 4.76 0.16
H -3.82 6.59 -1.82
H -3.39 7.34 -0.31
H -5.10 7.04 -0.82
H -4.81 1.78 -2.25
H -4.97 3.54 -2.38
H -5.64 2.63 -0.93
O -3.06 -3.36 1.73
S -3.23 -2.42 0.65
O -2.68 -2.66 -0.65
O -4.84 -2.22 0.46
C -5.30 -1.24 -0.45
C -6.08 -0.16 0.28
C -2.75 -0.78 1.18
H -6.01 -1.75 -1.11
H -4.54 -0.81 -1.12
H -6.82 -0.67 0.90
H -6.53 0.55 -0.41
H -5.39 0.49 0.81
H -1.98 -0.83 1.95
H -3.60 -0.36 1.71
H -2.49 -0.26 0.27
O 0.34 -5.89 4.45
S 1.00 -5.79 3.17
O 2.34 -5.25 3.06
O 1.06 -7.28 2.54
C 1.28 -7.38 1.14
C 1.23 -8.88 0.79
C -0.15 -4.96 2.02
H 2.21 -7.03 0.69
H 0.46 -6.91 0.59
H 1.64 -9.03 -0.21
H 0.19 -9.18 0.76
H 1.82 -9.41 1.54
H 0.45 -4.49 1.24
H -0.60 -4.13 2.56
H -0.93 -5.54 1.55
O -7.19 -1.20 -5.12
S -6.02 -0.47 -4.72
O -5.92 0.09 -3.39
O -4.70 -1.37 -5.10
C -3.43 -0.77 -4.82
C -2.79 -1.27 -3.53
C -5.80 0.85 -5.97
H -3.41 0.32 -4.94
H -2.78 -1.04 -5.66
H -2.74 -2.36 -3.62
H -3.39 -1.05 -2.65
H -1.74 -0.99 -3.56
H -6.76 1.32 -6.13
H -5.38 0.35 -6.84
H -5.09 1.60 -5.61
O 0.87 -8.85 -5.07
S 0.28 -8.76 -3.77
O 0.84 -9.52 -2.67
O 0.16 -7.18 -3.36
C 0.04 -6.88 -1.96
C -0.43 -5.44 -1.85
C -1.51 -9.19 -3.90
H 1.03 -6.93 -1.51
H -0.65 -7.59 -1.49
H -0.69 -5.27 -0.80
H -1.17 -5.12 -2.58
H 0.44 -4.79 -1.98
H -1.95 -8.89 -2.96
H -1.45 -10.28 -3.96
H -1.90 -8.77 -4.82
O 4.99 -1.07 2.16
S 5.10 -1.99 3.27
O 6.21 -1.85 4.19
O 3.74 -1.86 4.18
C 2.51 -1.98 3.46
C 1.53 -2.51 4.50
C 5.09 -3.64 2.63
H 2.55 -2.71 2.65
H 2.08 -1.03 3.13
H 1.85 -3.46 4.92
H 0.52 -2.65 4.11
H 1.41 -1.85 5.37
H 4.23 -3.74 1.98
H 5.07 -4.37 3.44
H 5.93 -3.82 1.96
```

[2]
A 15-piece molecular cluster, C45H120O45S15 overall in a non-equilibrium geometry. Source: OMol25; level of theory: ωB97M-V/def2-TZVPD.

Results
* LUMO: 0.173 eV
* Kohn-Sham gap: 10.733 eV
* energy: -303268.513 eV
* ΔE to the lowest compared entry with this formula, charge and spin: 178.1 kJ/mol
* total charge: 0
* multiplicity: 1
* F_max: 4.43 eV Å⁻¹

XYZ file:
```
225
C45H120O45S15 | OMol25 | ωB97M-V/def2-TZVPD
O 0.10 -1.90 2.12
S -1.11 -1.23 1.73
O -2.33 -1.93 1.69
O -1.07 0.13 2.67
C -2.24 0.93 2.63
C -2.91 1.07 4.03
C -0.82 -0.52 0.12
H -3.02 0.48 2.05
H -1.89 1.98 2.31
H -2.97 0.09 4.42
H -3.94 1.50 3.98
H -2.34 1.69 4.72
H -1.58 0.20 -0.16
H -0.83 -1.43 -0.50
H 0.19 -0.01 0.00
O -6.83 4.08 1.18
S -5.60 4.48 0.58
O -5.41 4.37 -0.85
O -5.22 6.02 0.91
C -6.06 6.82 1.72
C -6.62 8.02 0.97
C -4.24 3.78 1.50
H -5.60 7.09 2.66
H -6.92 6.24 2.03
H -5.85 8.77 0.87
H -7.40 8.42 1.59
H -7.05 7.83 -0.02
H -3.26 4.14 1.14
H -4.27 2.72 1.38
H -4.36 4.11 2.55
O 1.16 -3.12 -1.88
S 0.00 -3.91 -2.11
O 0.03 -5.33 -2.45
O -0.83 -3.72 -0.75
C -2.08 -4.52 -0.48
C -1.68 -5.59 0.41
C -0.94 -3.21 -3.38
H -2.43 -4.84 -1.45
H -2.79 -3.82 -0.05
H -2.55 -6.08 0.83
H -1.05 -5.20 1.20
H -1.05 -6.25 -0.15
H -0.53 -3.57 -4.34
H -0.98 -2.09 -3.34
H -1.94 -3.61 -3.35
O 6.16 0.34 -3.02
S 4.72 0.25 -3.18
O 3.92 -0.07 -2.03
O 4.21 1.63 -3.71
C 3.90 2.63 -2.63
C 3.32 3.87 -3.29
C 4.40 -0.82 -4.57
H 4.84 2.83 -2.16
H 3.21 2.14 -1.99
H 3.80 4.02 -4.19
H 3.51 4.70 -2.66
H 2.31 3.78 -3.50
H 4.98 -0.34 -5.38
H 3.33 -0.89 -4.82
H 4.83 -1.80 -4.27
O -0.58 3.47 -2.59
S -1.69 3.53 -1.66
O -1.71 2.67 -0.51
O -2.07 4.96 -1.21
C -1.02 5.79 -0.53
C -1.61 7.15 -0.24
C -3.22 3.33 -2.66
H -0.19 5.79 -1.27
H -0.71 5.23 0.36
H -1.03 7.73 0.49
H -2.64 7.05 0.19
H -1.75 7.73 -1.14
H -2.97 2.55 -3.32
H -3.37 4.32 -3.15
H -3.99 3.00 -2.00
O 4.04 -0.70 3.61
S 4.20 -0.17 2.32
O 3.59 1.09 1.92
O 5.74 -0.20 2.07
C 6.36 0.84 1.35
C 6.99 0.25 0.08
C 3.67 -1.43 1.15
H 7.10 1.20 2.06
H 5.55 1.49 1.09
H 7.30 -0.71 0.38
H 7.88 0.84 -0.27
H 6.24 0.23 -0.69
H 4.55 -1.88 0.64
H 2.97 -1.05 0.43
H 3.12 -2.21 1.75
O -2.98 -2.12 -1.95
S -3.74 -0.99 -2.34
O -3.30 -0.07 -3.29
O -5.04 -1.68 -2.90
C -6.15 -0.94 -3.53
C -6.46 -1.56 -4.82
C -4.24 -0.07 -0.96
H -5.90 0.11 -3.69
H -6.98 -0.95 -2.84
H -7.20 -0.92 -5.29
H -6.93 -2.55 -4.73
H -5.58 -1.62 -5.39
H -4.17 -0.53 0.04
H -5.27 0.28 -1.18
H -3.54 0.78 -1.04
O 6.70 -5.90 -1.65
S 6.55 -4.61 -2.33
O 7.28 -4.35 -3.52
O 5.12 -4.36 -2.76
C 3.93 -4.70 -2.00
C 3.40 -6.08 -2.45
C 6.99 -3.36 -1.11
H 3.26 -3.88 -2.08
H 4.18 -4.84 -0.97
H 2.44 -6.28 -2.03
H 4.25 -6.74 -2.22
H 3.41 -6.11 -3.53
H 6.22 -3.23 -0.35
H 7.14 -2.50 -1.68
H 8.01 -3.64 -0.76
O -4.80 4.01 4.54
S -4.13 4.64 5.65
O -2.70 4.36 5.98
O -4.22 6.21 5.54
C -3.27 6.93 4.50
C -2.18 7.62 5.22
C -5.24 4.50 7.12
H -4.00 7.49 3.90
H -2.90 6.13 3.90
H -1.78 6.79 5.78
H -2.57 8.41 5.83
H -1.47 8.08 4.52
H -4.84 5.08 8.00
H -5.44 3.48 7.42
H -6.10 5.00 6.74
O 5.64 -3.48 1.74
S 5.74 -4.66 2.50
O 6.03 -4.52 3.91
O 4.38 -5.41 2.26
C 3.75 -6.44 2.97
C 4.34 -7.77 2.74
C 6.93 -5.76 1.79
H 2.75 -6.47 2.49
H 3.63 -6.20 4.00
H 3.68 -8.55 3.04
H 5.27 -8.00 3.22
H 4.54 -7.87 1.69
H 6.77 -6.71 2.27
H 7.90 -5.38 2.19
H 6.76 -5.94 0.73
O 2.66 -1.74 -7.70
S 2.93 -3.07 -7.20
O 3.35 -4.07 -8.20
O 4.05 -2.98 -6.13
C 5.23 -3.88 -6.20
C 5.00 -5.36 -5.92
C 1.53 -3.60 -6.33
H 6.01 -3.47 -5.51
H 5.64 -3.79 -7.16
H 4.24 -5.85 -6.52
H 4.71 -5.55 -4.87
H 5.85 -5.86 -6.37
H 1.39 -2.91 -5.50
H 1.64 -4.59 -5.92
H 0.63 -3.47 -6.93
O -5.75 0.65 2.21
S -7.13 0.50 1.94
O -7.61 0.65 0.61
O -7.67 -0.80 2.59
C -7.14 -2.14 2.23
C -5.96 -2.41 3.08
C -8.04 1.54 2.93
H -6.94 -2.21 1.15
H -7.94 -2.82 2.45
H -6.27 -2.34 4.09
H -5.13 -1.77 2.89
H -5.66 -3.42 2.90
H -7.74 2.54 2.61
H -7.88 1.49 4.02
H -9.09 1.28 2.71
O 2.74 2.32 6.28
S 2.97 0.93 6.73
O 2.60 0.60 8.08
O 2.24 0.03 5.67
C 1.97 -1.37 5.98
C 0.44 -1.50 6.08
C 4.69 0.56 6.42
H 2.45 -1.62 6.90
H 2.51 -1.90 5.26
H -0.04 -1.24 5.13
H 0.18 -0.86 6.89
H 0.34 -2.58 6.36
H 4.94 0.79 5.37
H 4.89 -0.51 6.51
H 5.19 1.31 6.97
O 0.10 5.74 3.76
S -0.11 4.47 3.19
O -1.39 4.37 2.46
O 0.96 4.16 2.04
C 0.76 2.86 1.33
C 1.71 2.95 0.15
C 0.14 3.18 4.41
H -0.26 2.83 1.04
H 1.15 2.10 1.97
H 1.51 2.10 -0.50
H 2.75 2.80 0.44
H 1.53 3.89 -0.33
H 0.45 2.22 3.89
H -0.85 3.11 4.96
H 0.93 3.34 5.12
O -1.46 -2.61 -6.94
S -1.28 -1.17 -7.02
O -2.32 -0.30 -6.66
O -0.02 -0.92 -6.09
C 0.38 0.37 -5.66
C 0.72 0.25 -4.14
C -0.73 -0.78 -8.61
H -0.34 1.14 -5.88
H 1.30 0.49 -6.27
H -0.15 0.38 -3.54
H 1.54 0.85 -3.74
H 0.97 -0.81 -4.04
H -0.82 0.30 -8.69
H -1.43 -1.14 -9.35
H 0.31 -1.07 -8.70
```

no.,M (u)
1,1862.4
2,1862.4